Record 1
84
Properties=species:S:1:pos:R:3:forces:R:3:mulliken_spin:R:1 method="wB97M-V/def2-TZVPD" orbital_gap_ha="0.237 / 0.154" fmax_ha_per_bohr=0.0369 multiplicity=6 energy_ev=-68791.9926 e_homo_ev="-6.9651 / -7.8228" total_charge=0 relative_energy_kcal_mol=33.2 e_lumo_ev="-0.519 / -3.630"
Ir -0.271 -0.051 0.903 1.11 0.40 0.21 2.068
O -1.860 -2.009 -3.159 -0.04 -0.05 0.02 0.007
C -0.685 -1.840 -3.790 0.33 0.00 0.15 0.013
C -0.652 -1.950 -5.181 -0.14 0.01 0.10 -0.007
C 0.529 -1.767 -5.868 -0.08 0.02 0.10 0.004
C 1.707 -1.480 -5.189 0.21 0.04 -0.04 -0.003
C 1.698 -1.391 -3.815 -0.16 -0.03 -0.08 0.003
C 0.515 -1.573 -3.097 -0.12 0.03 -0.27 0.022
C 0.522 -1.420 -1.644 -0.14 -0.14 1.16 0.021
O -0.582 -1.404 -0.998 -0.08 0.15 -0.06 0.161
N 1.689 -1.356 -1.010 1.34 -0.40 -1.28 -0.018
N 1.606 -0.990 0.245 -0.80 -0.10 1.65 0.129
C 2.478 -1.306 1.162 -0.03 0.04 -1.65 -0.050
C 2.177 -0.988 2.522 -0.46 0.29 1.25 0.033
C 3.121 -1.031 3.559 -0.18 -0.07 -0.44 0.005
C 2.709 -0.824 4.855 -0.42 0.07 0.17 0.000
C 1.363 -0.573 5.114 0.27 0.01 -0.12 -0.001
C 0.495 -0.491 4.040 -0.10 -0.01 0.39 0.014
N 0.883 -0.696 2.792 0.46 -0.33 -0.31 -0.006
H -1.700 -1.823 -2.201 0.03 0.04 -0.12 0.004
H -1.572 -2.169 -5.702 -0.11 -0.01 -0.02 0.000
H 0.529 -1.836 -6.944 0.01 -0.03 -0.14 0.000
H 2.624 -1.321 -5.735 0.10 0.00 -0.06 0.000
H 2.593 -1.165 -3.255 0.08 -0.02 0.00 0.000
H 3.378 -1.860 0.921 0.08 -0.01 -0.16 0.004
H 4.157 -1.229 3.338 0.16 -0.06 -0.10 0.001
H 3.414 -0.861 5.670 0.13 -0.02 0.07 0.000
H 0.999 -0.442 6.120 -0.03 0.06 0.05 0.001
H -0.554 -0.273 4.183 -0.09 0.05 -0.07 0.007
O 2.620 5.673 4.518 -0.72 -0.10 0.43 0.367
C 3.255 5.258 3.578 0.19 0.33 0.20 0.069
O 4.307 5.487 3.022 0.53 -0.20 -0.69 0.370
C 2.481 4.005 2.846 -0.31 -0.53 -0.23 0.166
C 3.205 3.128 2.059 0.37 0.11 -0.05 -0.009
C 2.528 2.049 1.507 0.32 0.33 0.19 0.011
N 1.236 1.846 1.714 -0.28 -0.02 -0.39 0.092
C 0.556 2.688 2.468 -0.48 0.19 0.36 0.006
C 1.138 3.807 3.056 0.11 0.30 0.30 -0.008
C -0.946 2.394 2.756 0.91 0.52 -0.07 0.020
O -1.526 3.162 3.496 -0.19 0.46 0.36 0.009
O -1.403 1.371 2.194 -0.48 -1.28 -0.55 0.100
H 4.257 3.290 1.877 0.00 -0.07 -0.02 0.004
H 3.054 1.322 0.901 0.00 0.07 -0.07 0.004
H 0.538 4.461 3.668 -0.09 -0.04 0.04 0.004
C 0.385 -3.946 1.373 0.22 0.30 0.04 -0.017
N -1.044 -4.130 1.242 0.18 0.09 0.01 0.006
C -1.504 -5.449 0.867 -0.32 -0.19 -0.05 -0.001
C -1.871 -3.090 1.453 -0.27 -0.28 0.03 0.035
C -3.349 -3.385 1.380 0.07 0.15 0.04 0.001
O -1.466 -1.968 1.749 -0.26 0.11 0.11 0.092
H 0.832 -4.828 1.835 -0.04 0.02 -0.02 0.000
H 0.560 -3.078 2.004 0.04 -0.09 -0.06 0.019
H 0.846 -3.769 0.398 0.05 -0.04 0.04 0.000
H -0.655 -6.051 0.546 -0.03 0.11 0.01 0.000
H -2.209 -5.396 0.039 -0.01 -0.07 -0.02 0.000
H -1.986 -5.961 1.706 0.02 -0.02 -0.05 0.000
H -3.591 -4.239 2.006 -0.12 -0.12 0.00 0.000
H -3.649 -3.604 0.357 -0.04 -0.07 -0.10 0.002
H -3.897 -2.516 1.733 0.05 0.04 0.00 0.001
C 0.048 4.175 -0.367 0.02 -0.71 -0.51 0.029
Si 0.020 2.721 -1.616 1.37 1.10 -0.55 0.002
C 1.716 1.887 -1.884 -0.76 0.36 0.29 0.021
C -0.337 3.573 -3.303 -0.25 -0.52 0.52 0.005
N -1.007 1.484 -0.959 -0.46 -0.35 0.18 0.675
C -2.176 1.025 -1.394 -0.05 0.01 0.03 0.057
C -2.950 0.183 -0.543 -0.24 -0.12 0.19 0.201
C -4.118 -0.392 -0.979 0.06 -0.07 0.12 -0.072
C -4.595 -0.133 -2.260 0.06 0.03 0.04 0.210
C -3.885 0.720 -3.096 -0.04 0.10 -0.21 -0.062
C -2.701 1.282 -2.691 -0.13 0.06 -0.12 0.145
H 0.085 5.118 -0.903 -0.02 0.14 -0.18 0.001
H 0.914 4.140 0.283 0.19 -0.04 0.13 -0.004
H -0.843 4.175 0.250 -0.21 -0.01 0.17 0.002
H 2.505 2.622 -1.984 0.17 0.29 -0.05 0.000
H 1.695 1.292 -2.792 -0.05 -0.12 -0.20 -0.001
H 1.969 1.228 -1.066 0.05 -0.16 0.16 0.001
H 0.435 4.311 -3.510 0.23 0.06 0.20 -0.001
H -1.283 4.105 -3.306 -0.23 0.10 0.01 -0.001
H -0.335 2.884 -4.143 -0.01 -0.19 -0.12 0.000
H -2.587 0.012 0.467 -0.33 0.05 -0.16 0.021
H -4.668 -1.058 -0.331 -0.06 0.00 0.13 0.003
H -5.506 -0.594 -2.602 -0.16 -0.05 -0.06 0.006
H -4.270 0.937 -4.081 0.03 -0.02 -0.13 0.001
H -2.138 1.891 -3.376 0.05 0.12 -0.05 0.005

=====

Record 2
79
Properties=species:S:1:pos:R:3:forces:R:3:lowdin_charge:R:1 method="wB97M-V/def2-TZVPD" orbital_gap_ha=0.259 fmax_ha_per_bohr=0.0577 multiplicity=1 energy_ev=-70591.1613 e_homo_ev=-10.3787 total_charge=+1 relative_energy_kcal_mol=20.3 e_lumo_ev=-3.317
Rh 0.542 -0.243 -0.180 1.03 1.37 -2.42 0.916
C 3.255 -3.772 -3.508 -0.03 -0.02 -0.08 -0.065
C 3.487 -3.028 -2.204 -0.12 -0.13 0.15 -0.229
N 2.642 -3.530 -1.111 0.17 -0.19 -0.12 -0.093
C 3.219 -4.628 -0.311 -0.04 0.17 -0.03 -0.182
C 4.004 -4.091 0.875 0.04 -0.02 0.06 -0.060
C 1.475 -3.016 -0.779 0.02 -0.03 -0.04 -0.641
S 0.722 -1.807 -1.815 -0.31 -0.37 0.11 0.808
N 0.839 -3.529 0.277 0.04 0.18 -0.13 0.136
C -0.055 -2.863 0.963 -0.27 0.11 0.28 -0.390
O -0.201 -1.592 1.032 -0.14 -0.27 0.52 -0.166
C -1.005 -3.634 1.821 0.18 0.03 -0.10 -0.129
C -1.933 -2.948 2.597 -0.07 0.01 0.05 -0.026
C -2.848 -3.641 3.373 0.03 -0.01 -0.03 -0.067
C -2.839 -5.030 3.376 -0.01 -0.01 0.01 -0.071
C -1.913 -5.720 2.605 0.05 0.02 -0.03 -0.064
C -0.996 -5.025 1.829 0.00 -0.08 0.03 -0.016
H 3.872 -3.342 -4.300 -0.02 -0.02 0.06 0.083
H 2.210 -3.700 -3.813 0.02 0.02 0.00 0.070
H 3.512 -4.830 -3.422 -0.02 0.05 0.04 0.078
H 3.301 -1.965 -2.313 -0.06 0.08 -0.02 0.081
H 4.517 -3.146 -1.867 0.02 0.00 -0.01 0.123
H 3.855 -5.204 -0.982 0.03 0.01 -0.02 0.120
H 2.407 -5.268 0.021 -0.04 -0.01 0.01 0.113
H 4.806 -3.425 0.551 -0.03 -0.02 0.01 0.077
H 4.450 -4.917 1.432 -0.02 0.03 -0.03 0.081
H 3.346 -3.534 1.543 0.01 -0.01 -0.03 0.073
H -1.921 -1.869 2.592 -0.02 0.01 -0.01 0.083
H -3.568 -3.101 3.976 0.03 -0.02 -0.02 0.103
H -3.555 -5.575 3.979 0.03 0.01 -0.02 0.108
H -1.903 -6.803 2.610 0.00 0.04 -0.01 0.109
H -0.269 -5.553 1.227 -0.02 0.01 0.01 0.110
O 2.142 1.454 0.340 0.33 -0.30 0.59 -0.131
C 2.996 0.524 0.379 -0.54 0.08 0.15 -0.479
O 2.678 -0.698 0.287 -0.11 0.38 0.05 -0.127
H 4.055 0.784 0.501 0.07 -0.03 -0.04 0.139
C -5.965 3.306 0.965 -0.03 0.03 0.03 -0.057
C -5.655 2.227 0.154 0.05 -0.02 0.00 -0.059
C -4.355 1.733 0.115 -0.06 0.05 0.00 -0.067
C -3.369 2.331 0.894 -0.08 0.17 0.01 -0.322
C -3.685 3.426 1.706 0.01 -0.01 0.00 -0.073
C -4.981 3.909 1.743 -0.03 -0.03 -0.03 -0.056
P -1.662 1.779 0.883 -0.46 0.01 -0.62 1.103
C -0.636 3.148 0.391 0.11 0.18 0.21 -0.327
C -0.722 3.580 -0.933 0.09 0.00 -0.01 -0.079
C 0.002 4.689 -1.336 0.01 -0.01 0.03 -0.061
C 0.809 5.362 -0.425 0.01 0.04 -0.05 -0.054
C 0.892 4.935 0.891 -0.01 -0.06 0.01 -0.052
C 0.165 3.828 1.305 -0.01 0.10 -0.03 -0.074
C -1.274 1.149 2.500 0.06 -0.23 0.07 -0.314
C 0.052 0.950 2.894 0.01 0.00 0.08 -0.093
C 0.317 0.272 4.072 0.01 0.01 -0.03 -0.041
C -0.727 -0.204 4.855 -0.01 -0.02 0.08 -0.048
C -2.044 0.006 4.472 -0.02 0.08 -0.03 -0.072
C -2.324 0.670 3.286 0.04 0.07 0.16 -0.073
H -6.979 3.685 0.992 0.03 0.00 0.00 0.114
H -6.422 1.767 -0.455 0.02 0.01 0.02 0.113
H -4.125 0.898 -0.530 0.03 0.02 0.00 0.087
H -2.918 3.906 2.305 0.00 -0.03 -0.03 0.118
H -5.224 4.758 2.369 0.01 -0.04 -0.02 0.114
H -1.341 3.054 -1.650 -0.03 -0.02 0.03 0.116
H -0.064 5.031 -2.360 0.00 0.00 0.01 0.114
H 1.373 6.230 -0.745 -0.02 -0.04 0.01 0.114
H 1.524 5.458 1.597 -0.03 -0.01 -0.02 0.115
H 0.225 3.502 2.335 -0.01 0.03 -0.02 0.106
H 0.872 1.327 2.293 -0.02 -0.08 -0.05 0.083
H 1.343 0.110 4.375 -0.02 0.00 0.00 0.118
H -0.514 -0.742 5.770 0.00 0.04 -0.03 0.117
H -2.856 -0.352 5.093 0.03 0.00 -0.03 0.116
H -3.352 0.831 2.986 0.02 -0.03 0.00 0.112
N -2.109 -0.526 -0.726 0.05 -0.86 -0.10 0.072
C -1.378 0.425 -0.433 0.65 -1.68 1.39 -0.435
H -2.841 -1.061 -0.270 -0.78 1.11 -0.21 0.090
C 2.024 1.740 -2.548 -0.10 -0.11 -0.03 -0.086
O 0.820 1.073 -2.113 0.29 0.32 0.34 -0.252
H 1.822 2.311 -3.454 -0.04 -0.03 -0.02 0.093
H 2.818 1.015 -2.737 0.00 -0.02 0.01 0.089
H 2.321 2.406 -1.749 -0.03 0.03 0.03 0.070
H 0.510 0.508 -2.827 0.01 -0.04 -0.05 0.050

=====

Record 3
76
Properties=species:S:1:pos:R:3:forces:R:3:lowdin_charge:R:1 method="wB97M-V/def2-TZVPD" orbital_gap_ha=0.110 fmax_ha_per_bohr=0.0477 multiplicity=1 energy_ev=-46900.6625 e_homo_ev=-5.6639 total_charge=0 relative_energy_kcal_mol=34.3 e_lumo_ev=-2.662
C 0.066 5.099 5.797 0.02 -0.17 -0.87 -0.064
N 0.769 4.982 4.519 0.00 -0.92 -0.47 -0.201
C 1.417 6.199 4.025 0.05 -0.78 0.12 -0.051
C 0.584 3.854 3.671 0.23 1.13 0.56 -0.202
C 1.681 3.190 3.098 0.01 0.34 0.13 0.012
C 1.501 2.118 2.264 -0.07 -0.05 -0.18 0.020
C 0.212 1.663 1.943 -0.13 -0.40 -0.22 -0.188
C 0.044 0.535 1.079 0.81 0.77 0.49 0.072
C -1.158 -0.046 0.798 -1.11 -1.47 -0.82 -0.002
C -1.336 -1.202 0.008 0.54 0.94 0.53 -0.046
C -2.700 -1.636 -0.322 -0.29 -0.15 -0.24 -0.177
C -3.658 -0.726 -0.795 0.92 -0.03 0.38 -0.012
C -4.922 -1.138 -1.117 -0.61 -0.75 -0.04 0.006
C -5.304 -2.481 -0.954 -0.43 -0.11 -0.12 -0.222
N -6.630 -2.911 -1.292 0.31 0.12 0.12 -0.236
C -6.944 -3.410 -2.632 0.41 0.36 0.86 -0.068
C -7.721 -2.888 -0.314 0.90 0.06 -0.56 -0.068
C -4.353 -3.392 -0.464 -0.87 0.32 -0.22 0.005
C -3.080 -2.981 -0.173 0.80 0.59 0.04 -0.007
C -0.192 -1.978 -0.489 0.03 -0.33 -0.02 -0.177
C 0.835 -2.413 0.363 -0.79 0.50 -0.03 -0.028
C 1.883 -3.148 -0.120 0.38 -0.44 -0.76 0.008
C 1.967 -3.472 -1.484 0.47 -0.17 -0.18 -0.216
N 3.082 -4.214 -1.995 -0.33 0.08 0.19 -0.233
C 3.054 -5.677 -2.058 -0.16 1.07 0.13 -0.070
C 4.277 -3.532 -2.502 -0.87 -0.22 0.37 -0.058
C 0.940 -3.039 -2.337 0.76 -0.33 0.22 0.018
C -0.119 -2.325 -1.848 -0.65 0.30 0.63 0.008
C -0.882 2.334 2.517 0.08 -0.10 0.10 0.000
C -0.702 3.393 3.363 -0.11 -0.10 0.21 -0.001
H -0.423 4.160 6.046 0.02 -0.02 -0.03 0.086
H 0.775 5.331 6.588 0.12 0.07 0.10 0.084
H -0.683 5.886 5.758 -0.22 0.19 0.10 0.080
H 1.782 6.046 3.011 0.01 -0.04 0.03 0.093
H 0.706 7.023 4.009 -0.16 0.14 0.00 0.083
H 2.253 6.473 4.664 0.16 0.13 0.08 0.082
H 2.673 3.513 3.354 0.24 0.12 0.02 0.122
H 2.349 1.589 1.863 0.23 0.01 -0.17 0.126
H 0.926 0.108 0.634 0.37 0.10 -0.23 0.118
H -2.045 0.382 1.226 -0.34 0.05 -0.02 0.106
H -3.357 0.297 -0.942 -0.01 0.29 -0.05 0.123
H -5.638 -0.433 -1.507 -0.17 0.08 -0.07 0.120
H -6.053 -3.378 -3.258 0.00 0.01 0.02 0.087
H -7.297 -4.437 -2.582 -0.11 -0.26 -0.09 0.075
H -7.714 -2.796 -3.095 -0.19 0.09 -0.19 0.076
H -7.361 -2.503 0.639 0.03 0.00 -0.02 0.086
H -8.530 -2.251 -0.662 -0.25 0.14 -0.01 0.075
H -8.111 -3.891 -0.157 -0.16 -0.22 0.10 0.075
H -4.645 -4.416 -0.302 -0.07 -0.17 -0.04 0.119
H -2.358 -3.677 0.219 0.17 -0.23 0.01 0.121
H 0.753 -2.201 1.415 0.06 0.05 0.28 0.120
H 2.652 -3.498 0.546 0.21 -0.07 0.11 0.119
H 2.107 -6.046 -1.666 -0.01 0.02 0.01 0.084
H 3.158 -6.020 -3.085 0.04 -0.16 -0.24 0.074
H 3.861 -6.099 -1.465 0.19 -0.20 0.12 0.074
H 4.156 -2.454 -2.405 -0.01 -0.02 -0.01 0.087
H 5.155 -3.835 -1.936 0.25 -0.03 0.08 0.075
H 4.438 -3.769 -3.551 0.10 -0.01 -0.24 0.077
H 1.003 -3.267 -3.386 0.04 -0.06 -0.20 0.122
H -0.906 -1.996 -2.504 -0.15 0.07 -0.20 0.126
H -1.882 2.017 2.285 -0.27 0.04 -0.05 0.107
H -1.556 3.907 3.768 -0.18 0.12 0.11 0.117
O 1.962 1.608 -1.766 -2.31 -0.81 0.02 -0.071
C 3.116 2.041 -1.719 -0.06 0.25 0.11 -0.471
C 3.467 3.347 -2.190 0.55 -0.49 0.34 -0.123
N 2.449 4.241 -2.733 -0.68 0.77 -0.19 -0.335
O 1.563 4.662 -1.981 0.90 -0.64 -0.70 0.046
O 2.540 4.582 -3.918 0.02 -0.36 1.11 0.047
C 4.777 3.761 -2.140 -0.09 0.43 -0.34 -0.059
C 5.766 2.953 -1.622 0.60 0.33 0.02 -0.144
C 5.446 1.690 -1.145 0.25 -0.02 0.03 -0.139
C 4.166 1.233 -1.190 0.34 0.38 -0.03 -0.058
H 5.018 4.743 -2.507 0.13 0.29 -0.14 0.110
H 6.787 3.302 -1.589 0.08 0.09 0.00 0.082
H 6.224 1.067 -0.740 0.27 -0.20 0.12 0.089
H 3.917 0.249 -0.833 -0.24 -0.26 0.05 0.084